This record from the OMol25 dataset describes a 14-piece molecular cluster, C40H114N6O14 overall in a non-equilibrium geometry. The level of theory is wB97M-V/def2-TZVPD.

```
174
Properties=species:S:1:pos:R:3:lowdin_charge:R:1
H 0.70 6.09 -1.33 0.079
H 5.39 4.10 -4.74 0.067
H -4.03 1.11 -6.18 0.078
C 3.39 2.37 0.22 -0.098
H 4.51 2.34 -3.24 0.118
C -5.63 1.38 -3.23 -0.086
C -3.90 -2.39 -2.23 -0.295
C 3.69 -3.67 4.50 -0.058
H -1.22 -2.32 -5.52 0.062
H -4.98 -1.48 8.43 0.070
H -4.15 -1.60 -2.95 0.097
H 0.61 4.18 0.07 0.107
C 4.28 2.49 -5.42 -0.438
H 1.56 1.48 -4.25 0.079
H -1.47 4.38 -4.62 0.074
H -3.27 -0.67 3.13 0.060
H -0.63 2.68 -2.08 0.044
H 1.81 0.38 -2.84 0.062
H -6.26 0.26 -1.49 0.113
H 4.26 -2.80 -0.87 0.149
N 2.60 -1.67 -1.41 0.055
H -4.55 -4.42 -1.82 0.072
C -1.20 -4.41 0.59 -0.286
H -6.86 -3.77 6.19 0.075
H -3.01 1.88 -2.45 0.053
H 1.64 4.85 -2.10 0.069
H 0.76 0.55 3.89 0.057
H 2.91 -0.76 1.00 0.072
C -5.45 -2.21 6.60 -0.444
H 5.00 1.91 2.13 0.125
H 4.07 -3.47 5.51 0.076
C -2.94 3.73 2.05 -0.079
C 6.85 2.82 1.30 -0.421
H 5.35 1.17 -6.74 0.080
H 3.46 -1.42 5.62 0.069
H 3.33 -4.70 4.48 0.074
H -1.84 2.71 3.51 0.097
H -0.77 0.74 -4.41 0.117
O 4.68 2.90 0.38 -0.195
O 3.51 0.67 -3.88 -0.180
H 3.14 -6.23 1.87 0.088
C -1.63 0.47 0.70 -0.069
O 0.67 3.07 5.15 -0.079
C 4.46 1.69 -4.13 -0.214
C -2.21 2.34 -4.33 -0.422
H -2.91 -2.74 -2.56 0.090
C 1.74 2.44 4.45 -0.267
H 0.81 -1.63 -4.60 0.108
H -5.06 -3.82 -3.31 0.079
H -5.40 2.40 -3.54 0.070
H 7.59 2.23 1.85 0.133
H 2.33 1.85 5.16 0.108
H 4.10 -1.87 1.63 0.071
H 6.27 3.04 -5.56 0.068
H -5.90 -3.21 -1.90 0.077
H 3.09 -0.88 -1.82 0.073
H -4.57 -2.86 6.64 0.138
H 7.55 2.15 -0.46 0.068
H -0.10 -5.14 -1.17 0.080
O -2.02 0.47 -5.96 -0.167
H 1.69 -5.28 1.98 0.077
H 6.69 3.48 -0.59 0.063
H 1.80 -1.26 -0.93 0.053
N -5.24 -1.08 7.54 0.038
C -5.59 -1.61 5.22 -0.203
C 3.37 -2.39 -0.39 -0.372
H -2.40 0.20 -3.97 0.112
C 1.34 -2.94 4.95 -0.202
H -4.67 -1.64 2.79 0.085
H 7.68 4.49 2.32 0.074
H -2.70 0.25 0.75 0.064
H 2.09 0.98 2.92 0.057
H 0.30 -2.08 2.69 0.078
C -0.88 -0.26 -0.37 -0.297
H 1.67 -2.65 -2.65 0.030
H -0.24 3.09 -4.65 0.068
H -5.91 -2.35 4.47 0.120
C -1.26 3.36 -4.94 -0.038
C -2.13 3.76 3.33 -0.355
H 0.45 2.46 5.86 0.098
H 2.36 -0.73 4.68 0.038
O -4.30 -1.15 4.77 -0.194
O 3.26 -4.41 0.89 -0.165
H -1.55 1.54 0.50 0.063
O -3.83 -1.79 -0.94 -0.108
O -2.28 -3.49 0.72 -0.100
H -2.23 3.52 1.24 0.045
H -1.28 3.32 -6.03 0.085
H 1.04 -3.96 4.68 0.120
C -3.37 0.25 -6.29 -0.114
C 2.53 -5.52 1.31 -0.119
H 3.63 0.80 -6.58 0.078
H 3.35 3.07 -5.41 0.135
C 6.69 4.16 2.01 -0.068
H -4.91 0.08 3.17 0.095
H -7.60 -2.40 6.93 0.082
H -2.69 -3.60 1.59 0.096
H 2.89 2.10 1.16 0.072
H 3.40 1.43 -0.35 0.078
H -6.28 -0.76 5.20 0.135
H 2.41 1.98 -2.75 0.078
H 4.52 -0.78 0.26 0.063
H 2.10 -4.05 -0.76 0.116
H -4.96 0.64 -3.68 0.047
H -3.48 -2.44 -0.31 0.060
C 4.35 1.62 -6.66 -0.061
H -6.63 1.25 -3.65 0.078
N 3.19 -1.32 4.64 0.049
H -1.32 -0.14 -1.37 0.104
C -0.40 -2.14 3.53 -0.092
H -1.73 -4.63 -1.53 0.073
H -3.19 2.47 -4.81 0.113
C 2.26 1.16 -3.46 -0.110
O 0.47 0.16 -0.41 -0.112
C 5.52 2.08 1.18 -0.191
H -2.77 3.97 4.20 0.111
C -4.31 -0.80 3.42 -0.124
H -4.10 0.06 -1.15 0.035
O 0.30 -2.00 4.75 -0.191
H -3.71 2.98 2.14 0.073
H 0.47 1.07 -0.76 0.048
H -6.69 -3.47 7.94 0.074
H 6.32 4.91 1.30 0.075
H -3.81 -0.52 -5.65 0.081
C 0.62 5.13 -1.85 -0.073
C 1.23 1.42 3.42 -0.086
H -1.41 -5.44 0.91 0.121
C 2.49 -3.53 0.12 -0.209
H 4.18 2.16 -7.59 0.077
H 0.57 1.82 2.65 0.067
H -1.02 4.38 -0.67 0.101
C 3.74 -1.40 0.71 -0.047
C 2.64 -2.62 4.18 -0.420
H 5.45 1.22 -4.17 0.128
H 5.65 1.11 0.69 0.106
C -0.87 -4.42 -0.89 -0.075
O 0.07 2.82 -1.40 -0.149
H 6.02 4.23 2.86 0.075
C -4.92 -3.50 -2.27 -0.073
C -5.67 1.15 -1.72 -0.283
H -0.93 -1.34 -0.18 0.093
H -0.58 -3.41 -1.19 0.061
H 2.39 3.15 3.93 0.115
C -6.69 -3.00 6.95 -0.073
H 0.02 5.15 -2.76 0.055
H -2.73 3.45 -2.72 0.100
H 2.42 -2.51 3.11 0.105
H -6.14 2.02 -1.27 0.111
H 2.14 -6.08 0.45 0.091
H -4.43 -0.57 7.18 0.067
C 0.28 -2.31 -3.92 -0.354
H 1.50 -2.94 6.03 0.132
H -1.50 -3.49 -4.23 0.052
H 2.77 3.12 -0.27 0.079
H -0.26 -1.70 -3.19 0.092
O 1.18 -3.21 -3.31 -0.111
O -4.37 0.99 -1.18 -0.117
H -1.21 0.38 1.71 0.058
H -0.77 -3.17 3.46 0.085
H -1.15 -1.37 3.39 0.068
H 4.55 -3.57 3.83 0.079
H -0.33 -4.04 1.15 0.074
N 7.44 3.07 -0.03 0.035
H -0.40 4.14 3.99 0.036
C -0.73 -3.01 -4.83 -0.078
N 5.36 3.48 -5.55 0.023
H -3.41 -0.04 -7.34 0.092
O -0.97 4.57 3.33 -0.075
C -1.84 0.88 -4.63 -0.200
H 1.60 -3.15 0.65 0.113
H -0.25 -3.72 -5.51 0.078
H -3.28 4.75 1.86 0.078
C 0.03 4.14 -0.85 -0.295
N -2.34 2.52 -2.88 0.067
```

Properties
Net charge   0
Frontier orbital gap   0.3416 Eh
Molecular weight   903.4 g mol⁻¹
2S+1   1
Lowest unoccupied orbital energy   0.2279 eV



This record from the OMol25 dataset describes a 20-piece molecular cluster, C40H120O40 overall in a non-equilibrium geometry. The level of theory is wB97M-V/def2-TZVPD.

```
200
Properties=species:S:1:pos:R:3:lowdin_charge:R:1
C 15.85 15.49 19.54 -0.153
H 14.81 21.86 17.97 0.135
H 12.69 14.81 17.12 0.142
H 18.86 19.45 20.11 0.122
H 12.92 17.12 23.10 0.112
H 15.98 19.59 15.95 0.112
C 13.11 17.62 21.01 -0.181
H 11.70 18.04 15.87 0.091
H 10.83 20.89 25.35 0.126
H 14.06 25.08 16.09 -0.001
H 8.41 22.43 16.38 0.102
H 6.73 15.99 19.41 0.087
H 12.96 20.02 12.68 0.101
H 13.41 24.58 13.67 0.130
H 8.44 20.21 16.76 0.113
C 11.01 20.62 24.29 -0.234
C 11.89 20.10 12.95 -0.248
C 11.77 26.00 17.12 -0.189
H 17.69 13.33 14.17 0.122
H 17.75 16.17 15.11 0.091
H 15.09 23.80 13.80 0.122
H 11.61 20.31 10.86 0.133
H 13.03 17.25 12.76 0.110
C 8.88 21.90 15.57 -0.152
O 17.32 14.52 16.30 -0.053
O 9.85 14.92 22.18 -0.099
H 7.35 20.54 15.48 0.115
O 13.38 21.26 20.11 -0.118
H 14.33 21.09 20.43 0.083
H 13.14 22.19 14.33 0.098
H 15.20 15.53 20.42 0.093
C 14.17 24.10 14.37 -0.195
H 13.02 13.60 21.39 0.072
C 17.25 15.75 19.97 -0.179
H 18.58 16.65 18.75 0.029
H 9.10 21.36 21.41 0.125
H 17.59 14.97 20.66 0.125
H 13.39 19.57 16.19 0.104
H 10.58 25.93 18.93 0.135
O 11.80 20.39 17.36 -0.086
H 8.54 23.31 18.88 0.029
O 16.25 14.60 13.65 -0.066
H 12.08 20.78 24.02 0.090
C 13.64 16.34 12.64 -0.192
H 13.29 23.41 20.17 0.123
O 16.63 18.18 13.04 -0.062
H 8.46 20.56 19.16 0.100
C 13.31 22.58 19.48 -0.192
H 14.49 17.05 10.94 0.110
H 8.67 12.86 16.04 0.110
H 13.52 19.38 17.96 0.119
C 8.63 17.32 20.46 -0.276
O 15.08 22.75 23.10 -0.040
H 10.37 16.51 16.68 0.043
H 10.39 22.37 23.72 0.100
H 10.86 19.12 22.01 0.081
O 14.76 16.64 11.77 -0.093
C 9.46 11.23 17.01 -0.225
C 13.16 13.26 15.40 -0.206
H 16.85 20.41 18.02 0.098
H 11.96 24.74 18.75 0.121
C 11.07 25.23 18.20 -0.268
H 15.26 17.90 14.64 0.125
O 10.09 15.74 16.14 -0.097
H 7.73 16.96 16.71 0.080
H 9.35 20.01 12.63 0.045
C 9.59 12.71 16.64 -0.178
H 14.42 23.60 17.92 0.110
H 13.46 26.97 17.29 0.083
H 11.59 23.06 15.37 0.059
O 12.18 13.09 21.27 -0.061
H 18.26 14.62 13.15 0.132
C 14.51 22.76 18.63 -0.217
O 13.75 15.49 22.02 -0.064
O 14.30 12.56 14.92 -0.047
C 13.53 14.14 16.66 -0.166
H 9.93 15.57 14.10 0.116
H 8.40 10.90 17.14 0.126
H 11.16 13.41 19.46 0.096
C 14.43 21.56 23.37 -0.282
H 9.80 21.50 18.47 0.111
O 18.81 18.48 18.37 -0.083
H 15.67 19.69 21.13 0.077
O 10.18 10.94 18.20 -0.059
C 9.03 21.45 19.28 -0.248
H 16.23 15.38 13.07 0.071
H 6.95 18.43 19.82 0.131
H 11.73 15.44 12.58 0.120
H 9.43 16.79 20.02 0.094
O 10.06 24.37 17.80 -0.058
H 12.73 15.67 9.96 0.078
H 9.55 19.09 24.17 0.092
C 7.64 17.71 19.33 -0.222
O 9.82 20.34 11.88 -0.066
C 8.36 20.49 15.72 -0.197
O 14.64 25.07 15.35 -0.083
C 10.58 19.14 24.08 -0.197
H 15.93 23.89 19.22 0.081
H 10.12 17.19 14.70 0.097
H 12.46 12.48 15.58 0.094
O 7.88 16.63 21.37 -0.026
H 10.14 22.60 20.58 0.134
C 12.16 17.96 16.86 -0.207
H 19.30 20.48 18.71 0.125
C 12.84 16.61 22.15 -0.191
H 14.98 19.36 13.63 0.121
C 18.62 19.69 19.08 -0.180
H 15.01 13.17 14.70 0.045
H 17.32 16.74 20.47 0.126
H 16.98 21.03 19.66 0.090
H 15.26 14.47 15.94 0.040
O 15.35 16.57 18.65 -0.120
H 9.93 11.60 18.84 0.041
O 11.13 17.67 17.80 -0.113
H 12.69 13.94 14.70 0.098
H 16.03 17.76 12.38 0.057
O 10.90 18.53 22.83 -0.114
O 17.66 18.63 15.47 -0.087
C 16.57 19.47 15.00 -0.200
H 9.28 14.53 20.35 0.108
O 12.28 16.02 10.72 -0.058
H 10.74 21.24 16.08 0.052
C 13.53 22.87 15.09 -0.205
H 14.76 19.46 23.25 0.115
H 7.54 15.33 15.11 0.144
C 11.08 19.75 11.67 -0.214
C 9.74 21.58 20.54 -0.228
H 10.45 13.10 16.14 0.080
H 7.68 16.73 13.96 0.123
H 13.60 16.90 19.24 0.089
O 16.30 19.10 19.51 -0.116
C 12.80 19.36 17.09 -0.159
H 14.01 13.51 17.39 0.108
H 16.33 18.38 18.83 0.075
C 15.28 20.38 22.98 -0.187
H 18.55 18.59 17.45 0.065
O 15.65 23.02 19.46 -0.058
O 7.00 16.60 18.71 -0.060
H 10.86 19.50 14.51 0.019
O 9.09 19.62 14.86 -0.070
H 15.70 14.59 18.93 0.132
H 11.71 21.16 13.25 0.117
O 10.19 21.45 23.53 -0.072
H 9.09 18.24 20.76 0.098
H 10.21 14.55 23.02 0.125
O 7.69 17.38 15.81 -0.094
O 10.81 20.63 20.60 -0.091
O 12.76 16.99 19.79 -0.094
H 14.28 22.44 15.70 0.090
H 9.82 10.57 16.24 0.110
O 11.68 19.28 14.09 -0.093
H 14.12 21.45 24.45 0.138
O 9.49 13.50 17.89 -0.129
H 12.60 18.58 21.06 0.107
H 8.70 18.78 15.12 0.048
O 15.64 20.58 21.59 -0.114
H 11.03 18.66 11.52 0.117
C 8.05 16.32 14.91 -0.187
H 12.93 14.40 11.83 0.116
C 11.31 13.85 20.45 -0.246
H 11.73 25.43 16.23 0.087
H 11.31 27.00 17.05 0.131
O 18.20 15.79 18.85 -0.078
H 16.88 20.45 14.59 0.129
H 10.47 23.87 17.04 0.079
H 11.70 20.97 20.39 0.034
H 13.74 15.12 22.88 0.072
O 8.09 22.51 19.05 -0.043
H 11.14 18.56 24.86 0.136
C 17.61 14.38 13.99 -0.221
C 15.76 18.67 14.02 -0.276
H 19.05 15.03 15.43 0.141
H 14.15 17.81 21.10 0.097
C 9.95 14.03 21.07 -0.208
H 15.27 16.19 17.76 0.063
H 12.38 22.57 18.90 0.107
H 17.84 17.98 14.79 0.043
C 17.97 15.13 15.21 -0.223
H 13.99 15.93 13.64 0.128
H 17.60 14.99 17.09 0.045
C 17.14 20.17 19.02 -0.184
O 10.32 22.03 15.73 -0.103
H 9.60 14.47 17.68 0.079
H 9.51 13.08 21.35 0.125
H 11.59 17.48 18.70 0.087
H 13.50 21.54 22.77 0.100
O 13.15 26.12 17.60 -0.085
O 12.41 23.38 15.81 -0.114
C 9.58 16.26 14.91 -0.212
H 8.39 15.99 21.87 0.052
H 15.58 22.63 22.28 0.073
H 11.79 16.34 22.04 0.092
O 14.54 15.07 16.22 -0.131
H 8.23 18.23 18.54 0.103
H 16.16 20.30 23.59 0.114
H 11.70 14.86 20.23 0.111
H 11.32 20.11 18.16 0.073
H 12.90 17.18 16.87 0.103
C 12.67 15.42 11.96 -0.227
H 8.55 22.30 14.62 0.130
```

Properties
Net charge   0
Frontier orbital gap   0.3621 Eh
Molecular weight   1241.4 g mol⁻¹
2S+1   1
Lowest unoccupied orbital energy   0.0946 eV



This record from the OMol25 dataset describes C40H16BrF15GeNSV as an isolated structure in a non-equilibrium geometry. The level of theory is wB97M-V/def2-TZVPD.

```
76
Properties=species:S:1:pos:R:3:lowdin_charge:R:1
V 0.52 -0.13 -0.45 0.407
F 4.71 -0.64 -4.60 0.103
C 0.20 -3.56 2.59 -0.081
H 2.00 -0.31 3.61 0.116
C 0.10 3.56 3.52 -0.090
F 6.83 2.06 -1.23 0.111
C 6.35 1.49 -0.12 -0.211
H -4.19 3.40 -1.61 0.112
C 1.23 3.36 2.73 -0.075
C 4.88 0.68 -4.49 -0.210
F 5.34 4.73 -4.36 0.135
C -0.86 2.56 3.60 -0.073
C 3.12 -2.37 -1.48 -0.191
F 3.64 -0.50 1.15 0.086
F 2.28 -4.57 -1.35 0.134
F 5.69 3.41 -6.68 0.143
C -3.34 2.76 -1.40 -0.039
C 1.62 -2.36 4.10 -0.073
C 1.39 2.18 2.02 -0.051
F 8.30 2.24 0.98 0.135
F 5.15 -0.30 3.35 0.132
H -0.02 4.49 4.06 0.100
C 4.52 -4.23 -1.95 -0.127
C 5.19 3.41 -4.39 -0.137
F 7.47 1.08 3.27 0.144
F 6.40 -1.20 -2.30 0.110
C 0.07 -2.41 1.81 -0.046
H 1.99 4.14 2.66 0.106
C 5.22 1.37 -5.64 -0.141
H -5.34 -0.77 -3.56 0.106
F 6.77 -3.85 -2.51 0.142
C 4.86 2.70 -3.27 -0.246
C 6.72 0.99 2.19 -0.131
C 4.71 1.32 -3.27 -0.146
F 5.39 0.73 -6.79 0.132
H 2.23 -2.33 4.99 0.106
H -5.32 1.55 -2.76 0.114
C 4.77 0.23 1.08 -0.229
C -1.14 2.39 -0.46 -0.112
H -0.33 -4.46 2.30 0.105
C -1.11 1.05 -0.83 -0.220
C -2.34 -0.73 -2.08 -0.526
C 5.36 -2.00 -2.07 -0.226
C -4.48 0.90 -2.56 -0.030
C -3.38 -1.23 -2.78 -0.124
F 4.67 3.39 -2.13 0.089
C 5.37 2.74 -5.58 -0.131
C 7.14 1.59 1.01 -0.139
H -3.37 -2.25 -3.16 0.103
C 5.14 0.83 -0.11 -0.113
Br -0.80 -1.85 -1.84 0.984
H -1.44 0.59 2.96 0.125
Ge 3.96 0.50 -1.65 0.713
C 0.72 -1.24 2.16 -0.274
H 1.07 -4.43 4.35 0.101
H -0.59 -2.43 0.95 0.063
H -1.74 2.70 4.20 0.104
F 4.71 -5.54 -2.07 0.148
H -2.21 4.27 -0.43 0.106
C -2.25 0.58 -1.56 -0.217
C -4.49 -0.39 -3.01 -0.076
H 2.25 2.03 1.39 0.086
C 1.49 -1.22 3.32 -0.028
C 0.98 -3.54 3.74 -0.094
C 5.57 -3.36 -2.18 -0.135
C 3.29 -3.73 -1.60 -0.135
N 0.57 -0.05 1.36 -0.117
C -0.69 1.37 2.90 -0.020
C -3.37 1.41 -1.84 -0.163
F 1.88 -1.98 -1.07 -0.069
S 1.95 1.28 -1.59 0.394
C 4.13 -1.47 -1.73 -0.118
H -0.30 2.82 0.07 0.082
C 0.43 1.18 2.10 -0.309
C 5.53 0.30 2.23 -0.140
C -2.24 3.23 -0.74 -0.063
```

Properties
Net charge   0
Frontier orbital gap (alpha / beta)   0.2907 / 0.3029 Eh
Molecular weight   1031.1 g mol⁻¹
2S+1   3
Lowest unoccupied orbital energy (alpha / beta)   -0.1535 / -0.0112 eV



> molecular weight of number 3 (C40H16BrF15GeNSV)?

1031.1 g mol⁻¹



> Number 2 is which compound?

C40H120O40



> The highest molecular weight belongs to which entry?

C40H120O40



> What is the formula in the third record?

C40H16BrF15GeNSV